No. 1
This record from the Open Molecules 2025 dataset describes a 2-piece molecular cluster, CBrClFN3 overall. The level of theory is ωB97M-V with the def2-TZVPD basis set.

The value obtained for the total energy is -90782.413 eV. For the gap between HOMO and LUMO (spin up / spin down), the calculation gives 7.6457 / 7.6487 eV. The value obtained for the HOMO energy (spin up / spin down) is -10.81 / -10.82 eV. For the energy relative to the best compared isomer or geometry (same formula, charge and spin), the calculation gives 58.9 kcal/mol. The LUMO energy (spin up / spin down) comes out at -3.168 / -3.168 eV. The value obtained for the largest force on an atom is 3.2 eV/A.

ORCA input file:
```
! wB97M-V def2-TZVPD RIJCOSX def2/J DEFGRID3
* xyz 0 1
C 1.4896 0.6596 -0.3122
N 2.2379 1.5526 -0.2968
N 0.6747 -0.3238 -0.5178
N -0.5041 -0.4253 -0.1177
F -0.9619 -0.6257 1.8557
Cl -1.2583 -1.9112 -0.5010
Br -1.6779 1.0738 -0.1101
*
```

Atom charges from the Löwdin analysis, given in e for atoms 1 to 4:
1 C -0.32
2 N 0.20
3 N -0.01
4 N -0.93

---

No. 2
This record from the Open Molecules 2025 dataset describes the molecule C7H16FO7PS. The level of theory is ωB97M-V with the def2-TZVPD basis set.

The value obtained for the total energy is -44692.355 eV. For the gap between HOMO and LUMO, the calculation gives 11.2193 eV. The value obtained for the HOMO energy is -10.88 eV. The LUMO energy comes out at 0.337 eV. The value obtained for the largest force on an atom is 0.7 eV/A.

ORCA input file:
```
! wB97M-V def2-TZVPD RIJCOSX def2/J DEFGRID3
* xyz 0 1
C 0.2280 -0.5638 3.6168
C -0.2185 -0.4566 2.1552
C -1.4305 -1.3707 1.9063
C -0.5375 1.0163 1.7987
C 0.3085 1.7039 0.7083
C -0.4673 2.9133 0.1335
C 0.6440 0.7227 -0.4055
O 1.2129 1.4587 -1.4968
O 0.8518 0.8349 -2.7464
P 1.7299 -0.4523 -3.0517
O 3.0530 -0.5411 -2.4821
O 1.5211 -0.5191 -4.6046
O 0.8351 -1.7499 -2.5022
S -0.6622 -2.0396 -2.9197
O -0.7035 -2.3384 -4.3024
O -1.5502 -1.1326 -2.3115
F -0.7504 -3.3778 -2.1477
H 1.0761 0.0956 3.8038
H -0.5883 -0.2782 4.2830
H 0.5216 -1.5859 3.8549
H 0.6049 -0.8306 1.5495
H -1.4553 -1.7279 0.8762
H -2.3622 -0.8460 2.1173
H -1.3939 -2.2393 2.5643
H -1.5907 1.1236 1.5361
H -0.4013 1.6062 2.7086
H 1.2303 2.1031 1.1316
H 0.1632 3.7950 0.0478
H -0.8596 2.6938 -0.8590
H -1.3161 3.1691 0.7665
H 1.3895 -0.0093 -0.0885
H -0.2535 0.1928 -0.7258
H 1.1713 -1.3697 -4.9144
*
```

Atom charges from the Löwdin analysis, given in e for atoms 1 to 4:
1 C -0.09
2 C -0.41
3 C -0.06
4 C -0.14

---

No. 3
This record from the Open Molecules 2025 dataset describes a 2-piece molecular cluster, C3H8N2O overall. The level of theory is ωB97M-V with the def2-TZVPD basis set.

The value obtained for the total energy is -8266.382 eV. For the gap between HOMO and LUMO, the calculation gives 9.2161 eV. The value obtained for the HOMO energy is -8.49 eV. For the energy relative to the best compared isomer or geometry (same formula, charge and spin), the calculation gives 67.9 kcal/mol. The LUMO energy comes out at 0.725 eV. The value obtained for the largest force on an atom is 4.7 eV/A.

ORCA input file:
```
! wB97M-V def2-TZVPD RIJCOSX def2/J DEFGRID3
* xyz 0 1
H -1.1602 2.0788 -0.2026
N -0.7181 1.1429 -0.1745
C -0.2901 0.7939 -1.3485
N -0.7008 1.5672 -2.4065
H 0.3928 -0.0359 -1.5574
H -0.9388 2.5517 -2.2266
H -0.4955 1.3607 -3.3041
C 0.5961 -2.5349 1.2572
C 0.6899 -1.1486 1.0157
O 0.4301 -0.1561 1.9571
H 0.2353 -2.8529 2.2015
H 1.0365 -3.2286 0.4701
H 1.3784 -0.7559 0.1160
H 0.0687 0.4982 1.3660
*
```

Atom charges from the Löwdin analysis, given in e for atoms 1 to 4:
1 H 0.07
2 N 0.05
3 C -0.30
4 N 0.08

---

No. 4
This record from the Open Molecules 2025 dataset describes a 5-piece molecular cluster, C34H62BBr8N2O4 overall. The level of theory is ωB97M-V with the def2-TZVPD basis set.

The value obtained for the total energy is -608441.486 eV. For the gap between HOMO and LUMO, the calculation gives 8.3572 eV. The value obtained for the HOMO energy is -10.42 eV. The LUMO energy comes out at -2.061 eV. The value obtained for the largest force on an atom is 3.9 eV/A.

ORCA input file:
```
! wB97M-V def2-TZVPD RIJCOSX def2/J DEFGRID3
* xyz 1 1
C -4.0905 -2.2534 1.5876
C -3.6883 -3.7458 1.2357
C -3.2354 -3.9448 -0.2867
C -1.6443 -4.1145 -0.3651
C -1.0826 -2.6138 -0.4176
C 0.4311 -2.4661 -0.7269
N 1.4169 -2.1451 0.4016
C 1.6093 -3.2780 1.3510
C 0.4349 -3.4574 2.4440
C 1.7660 -4.7353 0.7873
C 2.7192 -5.0508 -0.4045
C 0.9322 -0.8970 1.1009
C 1.8060 -0.4447 2.3608
C 0.7404 0.3873 0.2007
C -0.7760 0.6621 -0.2493
C -0.9604 2.2284 -0.2656
C -1.8239 2.7754 -1.4482
C -2.4775 1.9732 -2.4738
C -3.2925 2.6293 -3.5149
C -3.4540 4.0816 -3.5159
C -2.7957 4.9224 -2.5065
C -1.9966 4.2459 -1.4968
O 1.5350 0.5237 -0.9774
C 2.7344 -0.2011 -0.8116
C 3.5859 -0.0551 -2.1580
C 4.8691 0.8551 -1.9023
O 4.4773 2.1949 -1.4678
C 5.1142 2.4425 -0.2369
O 6.2777 2.6955 -0.1658
C 2.6421 -1.7350 -0.4074
B 4.1384 -2.0231 0.1428
N 4.7583 -1.5366 1.4108
O 5.0037 -2.8196 -0.6503
H -4.1450 -1.5602 0.7130
H -5.0514 -2.3001 2.1733
H -3.3429 -1.8018 2.3102
H -2.8730 -4.0387 1.9595
H -4.5363 -4.4560 1.4565
H -3.7478 -4.8715 -0.6623
H -3.5458 -3.0391 -0.8752
H -1.3721 -4.6138 0.6086
H -1.3403 -4.7075 -1.2639
H -1.5158 -2.1177 0.4820
H -1.6536 -2.1720 -1.2897
H 0.5231 -1.6910 -1.5440
H 0.7433 -3.3949 -1.2888
H 2.4649 -3.1387 2.0747
H 0.7193 -3.0038 3.4387
H -0.5395 -3.0041 2.1653
H 0.2459 -4.5418 2.6703
H 0.7480 -5.1587 0.5373
H 2.1053 -5.3721 1.6571
H 2.6534 -4.3981 -1.3079
H 2.5783 -6.1220 -0.7254
H 3.7923 -4.9902 -0.0556
H -0.0881 -1.0074 1.5635
H 1.9815 -1.2501 3.1121
H 1.1522 0.3173 2.8825
H 2.7299 0.1325 2.0803
H 0.9801 1.2788 0.8603
H -1.5134 0.1147 0.3876
H -0.8296 0.2885 -1.3143
H -1.5093 2.4986 0.6851
H 0.0188 2.7816 -0.2940
H -2.3684 0.8634 -2.4744
H -3.8111 2.0413 -4.3085
H -4.0738 4.6061 -4.2787
H -2.9061 6.0320 -2.4596
H -1.4842 4.8647 -0.7116
H 3.3621 0.3272 -0.0229
H 2.9899 0.4903 -2.9653
H 3.8895 -1.0428 -2.5906
H 5.3910 0.9497 -2.8915
H 5.5229 0.3754 -1.1175
H 4.4580 2.4331 0.6853
H 2.6103 -2.2763 -1.3985
H 4.8482 -0.5199 1.4376
H 4.2785 -1.8907 2.2375
H 5.8584 -2.3422 -0.5790
Br -2.8480 8.8018 -2.0602
C -2.3016 8.3565 -0.2444
C -0.9537 8.9437 0.0837
Br 0.4828 7.9186 -0.7419
H -2.3278 7.2715 -0.1622
H -3.0728 8.7836 0.3963
H -0.7624 8.8898 1.1551
H -0.8416 9.9731 -0.2492
Br 1.8175 1.6899 6.1188
C 3.5278 0.7727 5.9595
C 4.5097 1.5792 5.1504
Br 4.1138 1.4642 3.2434
H 3.3232 -0.2072 5.5330
H 3.8833 0.6522 6.9824
H 5.5171 1.1778 5.2571
H 4.5164 2.6356 5.4089
Br 0.5200 2.7578 -6.2962
C 1.5815 1.1275 -6.3522
C 0.8769 -0.0071 -5.6544
Br 1.0012 0.1718 -3.7145
H 2.5504 1.3640 -5.9168
H 1.7083 0.9054 -7.4114
H 1.3570 -0.9583 -5.8843
H -0.1808 -0.0713 -5.9007
Br -6.8195 0.1769 1.3710
C -8.6269 -0.5028 1.6287
C -8.6701 -1.5488 2.7124
Br -7.9755 -3.2560 2.0789
H -8.9680 -0.8703 0.6634
H -9.2198 0.3667 1.9116
H -9.6989 -1.7528 3.0078
H -8.0913 -1.2782 3.5928
*
```

Atom charges from the Löwdin analysis, given in e for atoms 1 to 4:
1 C -0.15
2 C -0.23
3 C -0.19
4 C -0.18

---

No. 5
This record from the Open Molecules 2025 dataset describes a 11-piece molecular cluster, C21H54O21 overall. The level of theory is ωB97M-V with the def2-TZVPD basis set.

The value obtained for the total energy is -65645.452 eV. For the gap between HOMO and LUMO, the calculation gives 9.9939 eV. The value obtained for the HOMO energy is -9.65 eV. The LUMO energy comes out at 0.344 eV. The value obtained for the largest force on an atom is 3.3 eV/A.

ORCA input file:
```
! wB97M-V def2-TZVPD RIJCOSX def2/J DEFGRID3
* xyz 0 1
C -1.2308 3.3703 5.1566
O -1.3387 2.1036 4.5254
C -2.4690 1.4108 4.6019
O -3.5130 1.8033 5.1534
O -2.2807 0.1973 4.0808
C -3.4127 -0.6815 4.1476
H -1.8696 4.1121 4.6772
H -0.2064 3.7001 4.9840
H -1.3599 3.3427 6.2386
H -3.4707 -1.3845 3.3166
H -4.3978 -0.2151 4.1622
H -3.3541 -1.2519 5.0746
C 2.8986 -5.1994 1.5615
O 3.9778 -5.2318 2.4517
C 5.2103 -5.6290 1.9569
O 5.6608 -5.4661 0.8284
O 5.8203 -6.2453 2.9797
C 6.9668 -6.9999 2.7044
H 2.5539 -6.1389 1.1297
H 3.0656 -4.4964 0.7454
H 2.1113 -4.7496 2.1664
H 6.8420 -7.7890 1.9629
H 7.1742 -7.6302 3.5691
H 7.8543 -6.3973 2.5111
C -5.4755 3.4349 -4.1649
O -4.9278 3.1425 -2.9028
C -4.7468 1.8605 -2.5200
O -5.0170 0.8271 -3.1433
O -4.1436 1.8188 -1.2908
C -3.7144 0.5809 -0.7668
H -5.3058 4.4149 -4.6107
H -6.5477 3.3025 -4.3100
H -5.0620 2.6980 -4.8535
H -2.8093 0.3733 -1.3377
H -4.4207 -0.2489 -0.7925
H -3.4440 0.7936 0.2675
C 2.4087 2.6587 -6.2323
O 1.8159 2.9570 -5.0015
C 0.5698 2.5575 -4.7887
O -0.1248 2.0331 -5.6729
O 0.1573 2.9424 -3.5464
C -1.1721 2.6045 -3.0647
H 2.6286 1.6086 -6.4247
H 3.3378 3.2160 -6.3513
H 1.7358 2.9258 -7.0472
H -1.2870 3.3093 -2.2412
H -1.2199 1.6042 -2.6344
H -1.9852 2.6250 -3.7904
C -1.2320 2.2025 1.2850
O -0.6021 0.9695 1.6475
C -0.1235 0.2034 0.6735
O -0.1997 0.3718 -0.5368
O 0.5202 -0.8074 1.2125
C 1.0402 -1.8519 0.3739
H -2.1310 2.2803 1.8964
H -1.6140 2.3226 0.2712
H -0.6120 3.0701 1.5108
H 2.0653 -1.6862 0.0424
H 0.3963 -2.0392 -0.4854
H 1.0954 -2.7128 1.0402
C 2.6725 0.5149 -1.8974
O 4.0302 0.3552 -2.4962
H 2.0326 1.0923 -2.5646
H 2.2755 -0.4771 -1.6821
H 2.6765 1.0811 -0.9660
H 4.4370 1.2235 -2.4495
C 2.0251 3.8454 2.6859
O 1.6543 5.0724 2.0683
H 2.6061 4.0853 3.5764
H 1.1654 3.2115 2.9027
H 2.7195 3.3921 1.9785
H 1.0296 5.4442 2.6953
C -3.8114 4.9802 0.5652
O -4.9755 4.6573 1.2934
H -3.7325 4.4519 -0.3850
H -3.8545 6.0557 0.3929
H -2.8865 4.7358 1.0876
H -5.1417 5.4782 1.7626
C 0.2557 -4.9123 -1.1277
O -0.3180 -4.6761 0.1448
H 1.3398 -4.8901 -1.0164
H 0.0100 -5.9196 -1.4638
H -0.0284 -4.1276 -1.8288
H -1.2424 -4.4491 0.0198
C -2.8826 -2.7096 0.2181
O -2.8282 -3.9783 -0.3343
H -1.8861 -2.2684 0.1975
H -3.6229 -2.1917 -0.3917
H -3.2751 -2.7395 1.2346
H -3.6374 -4.4376 -0.0979
C 5.6477 -2.2940 -0.9135
O 4.2656 -2.2585 -1.3182
H 6.2896 -1.9123 -1.7074
H 5.7752 -1.5697 -0.1089
H 6.0077 -3.2720 -0.5940
H 4.1217 -1.4909 -1.8765
*
```

Atom charges from the Löwdin analysis, given in e for atoms 1 to 4:
1 C -0.03
2 O -0.01
3 C -0.58
4 O 0.09

---

No. 6
This record from the Open Molecules 2025 dataset describes C21H20F5OW as an isolated structure. The level of theory is ωB97M-V with the def2-TZVPD basis set.

The value obtained for the total energy is -39556.221 eV. For the gap between HOMO and LUMO (spin up / spin down), the calculation gives 3.0433 / 4.6217 eV. The value obtained for the HOMO energy (spin up / spin down) is -0.26 / -1.90 eV. As for the expectation value of S²: 2.02. The LUMO energy (spin up / spin down) comes out at 2.782 / 2.723 eV. The value obtained for the largest force on an atom is 4.4 eV/A.

ORCA input file:
```
! wB97M-V def2-TZVPD RIJCOSX def2/J DEFGRID3
* xyz -1 3
W 0.0497 0.6997 0.3839
C 1.8665 0.8982 1.8651
C 2.3404 0.0655 0.8265
C 2.3801 0.8188 -0.3535
H 2.5626 -0.9812 0.9209
C 1.9217 2.1201 -0.0706
C 1.6352 2.1739 1.3124
H 1.2941 3.0381 1.8531
H 1.7077 0.6015 2.8873
H 2.6602 0.4467 -1.3235
H 1.8274 2.9316 -0.7724
C -2.1018 0.7780 1.4705
C -1.4048 1.9310 1.8557
C -1.1856 2.7145 0.6982
H -1.0735 2.1647 2.8534
C -1.7315 2.0341 -0.4024
C -2.2923 0.8250 0.0775
H -2.7375 0.0465 -0.5153
H -2.3627 -0.0450 2.1096
H -0.6805 3.6636 0.6585
H -1.7420 2.3923 -1.4164
O -0.0338 -0.2843 -1.6139
C -0.1494 0.0740 -3.0549
C 0.5405 -1.2489 -3.4221
C 0.5997 1.3368 -3.3814
C -1.6021 0.1292 -3.4618
C 0.4545 -1.6179 -1.9477
H 1.5554 -1.1196 -3.7883
H -0.0130 -1.8855 -4.1065
H -0.2812 -2.3686 -1.6778
H 1.3855 -1.8357 -1.4347
H 0.5857 1.5028 -4.4581
H 1.6355 1.2812 -3.0597
H 0.1400 2.1964 -2.8997
H -1.6994 -0.1484 -4.5111
H -2.0179 1.1249 -3.3380
H -2.1947 -0.5649 -2.8702
F 0.3035 -2.8282 0.3390
C 0.0573 -2.4321 1.5751
C -0.0797 -1.0630 1.9284
C -0.2801 -0.8367 3.3362
F -0.3807 0.3918 3.8719
C -0.3687 -1.8816 4.2611
F -0.5632 -1.6079 5.5762
C -0.2537 -3.1958 3.8492
F -0.3394 -4.2061 4.7504
C -0.0343 -3.4691 2.5114
F 0.0991 -4.7583 2.1083
*
```

Atom charges from the Löwdin analysis, given in e for atoms 1 to 4:
1 W 1.33
2 C -0.23
3 C -0.22
4 C -0.25